{
  "formula": "C28H21BrN5O4S2Ti",
  "method": "wB97M-V/def2-TZVPD",
  "symbols": ["Ti", "O", "C", "N", "C", "O", "C", "C", "C", "C", "C", "N", "C", "C", "C", "C", "C", "N", "H", "H", "H", "H", "H", "H", "H", "H", "O", "C", "C", "C", "C", "C", "C", "C", "O", "N", "N", "C", "S", "C", "C", "S", "H", "H", "H", "H", "H", "H", "H", "H", "H", "Br", "C", "C", "C", "C", "C", "C", "H", "H", "H", "H"],
  "positions_angstrom": [[0.028, 0.735, -0.149], [3.538, 3.063, -0.135], [2.582, 2.355, -0.344], [1.563, 2.000, 0.517], [1.471, 2.553, 1.779], [2.140, 3.430, 2.272], [0.329, 1.948, 2.577], [0.088, 2.357, 3.876], [-0.976, 1.791, 4.556], [-1.769, 0.851, 3.916], [-1.476, 0.508, 2.609], [-0.439, 1.046, 1.962], [2.423, 1.693, -1.700], [3.422, 1.804, -2.651], [3.237, 1.181, -3.874], [2.067, 0.471, -4.103], [1.125, 0.397, -3.094], [1.308, 0.992, -1.913], [0.735, 3.105, 4.312], [-1.192, 2.084, 5.575], [-2.612, 0.394, 4.413], [-2.076, -0.201, 2.050], [4.305, 2.376, -2.407], [3.994, 1.249, -4.644], [1.884, -0.022, -5.046], [0.198, -0.151, -3.215], [-3.457, -1.690, 0.380], [-3.078, -2.912, -0.093], [-4.004, -3.932, -0.272], [-3.594, -5.186, -0.693], [-2.249, -5.437, -0.928], [-1.330, -4.418, -0.749], [-1.725, -3.146, -0.347], [-0.708, -2.077, -0.196], [-1.008, -0.872, -0.603], [0.435, -2.393, 0.317], [1.259, -1.262, 0.403], [2.459, -1.562, 0.730], [3.669, -0.327, 1.017], [5.060, -1.483, 0.987], [4.602, -2.773, 1.637], [2.990, -3.222, 0.940], [-4.415, -1.674, 0.476], [-5.052, -3.739, -0.068], [-4.329, -5.968, -0.831], [-1.922, -6.416, -1.250], [-0.276, -4.587, -0.925], [5.879, -1.021, 1.537], [5.369, -1.648, -0.045], [4.508, -2.654, 2.716], [5.291, -3.590, 1.427], [-4.909, 5.187, -1.903], [-3.532, 3.964, -1.426], [-2.344, 4.444, -0.906], [-1.346, 3.538, -0.564], [-1.494, 2.152, -0.721], [-2.721, 1.723, -1.250], [-3.735, 2.608, -1.604], [-2.198, 5.508, -0.772], [-0.422, 3.947, -0.163], [-2.903, 0.661, -1.385], [-4.670, 2.248, -2.013]],
  "forces_ev_per_angstrom": [[-0.110, -0.454, -0.107], [-0.003, 0.000, 0.002], [-0.020, 0.006, 0.066], [-0.058, -0.003, -0.014], [-0.010, 0.033, 0.012], [0.050, -0.047, -0.010], [-0.002, 0.066, 0.020], [0.010, -0.044, 0.013], [-0.003, 0.016, 0.023], [-0.009, -0.007, 0.000], [0.039, -0.003, -0.030], [0.070, 0.040, -0.201], [0.112, -0.005, 0.072], [-0.055, 0.051, -0.076], [0.023, 0.004, -0.002], [-0.015, -0.001, 0.013], [-0.017, 0.009, 0.017], [-0.063, -0.019, 0.157], [0.008, -0.005, -0.001], [0.000, 0.001, -0.001], [-0.002, -0.001, -0.002], [-0.002, -0.002, -0.001], [-0.005, 0.013, -0.004], [0.002, 0.001, 0.004], [-0.004, -0.004, 0.000], [0.003, -0.003, 0.001], [-0.010, 0.015, -0.006], [-0.009, -0.023, 0.032], [-0.006, 0.013, -0.008], [0.018, 0.004, -0.001], [-0.012, 0.013, 0.005], [0.002, 0.010, -0.016], [0.037, -0.018, -0.038], [-0.008, 0.122, -0.034], [-0.062, 0.223, 0.122], [0.029, 0.046, 0.017], [0.036, 0.131, -0.074], [-0.051, 0.004, 0.058], [-0.040, 0.018, 0.004], [0.027, -0.019, -0.018], [0.017, 0.001, -0.027], [-0.023, -0.016, 0.047], [0.015, 0.002, -0.002], [-0.002, -0.003, 0.000], [-0.002, -0.002, 0.000], [0.000, -0.004, -0.002], [0.001, -0.007, 0.001], [-0.001, 0.010, -0.004], [0.002, -0.007, 0.003], [-0.003, 0.000, -0.002], [0.001, 0.005, 0.008], [-0.007, 0.007, -0.002], [-0.014, -0.003, -0.004], [0.019, -0.004, 0.005], [-0.008, -0.009, -0.019], [0.107, -0.167, -0.033], [-0.005, 0.029, 0.031], [0.013, -0.011, 0.007], [-0.001, 0.002, -0.001], [0.004, -0.004, 0.003], [0.002, -0.002, -0.003], [-0.003, 0.000, -0.001]],
  "e_homo_ev": [-7.15, -8.16],
  "total_charge": 0,
  "gap_ha": [0.2566, 0.2882],
  "relative_energy_kcal_mol": 5.70,
  "multiplicity": 2,
  "lumo_ev": [-0.17, -0.32]
}

{
  "formula": "C41H51N4O2P3Ti",
  "method": "wB97M-V/def2-TZVPD",
  "symbols": ["Ti", "C", "C", "C", "P", "C", "C", "C", "C", "C", "C", "C", "C", "C", "N", "C", "C", "C", "C", "C", "C", "P", "C", "C", "C", "C", "C", "C", "H", "H", "H", "H", "H", "H", "H", "H", "H", "H", "H", "H", "H", "H", "H", "H", "H", "H", "H", "H", "H", "H", "H", "H", "H", "H", "H", "H", "H", "H", "H", "H", "H", "H", "H", "H", "N", "P", "C", "C", "C", "C", "C", "C", "C", "C", "C", "C", "C", "C", "C", "C", "C", "C", "C", "N", "H", "H", "H", "H", "H", "H", "H", "H", "H", "H", "H", "H", "H", "H", "H", "O", "N", "O"],
  "positions_angstrom": [[-0.021, 0.669, -0.530], [3.433, 0.296, -3.969], [3.445, -0.343, -2.580], [2.983, -1.797, -2.613], [2.500, 0.668, -1.325], [3.564, 2.211, -1.195], [3.258, 3.232, -2.305], [3.557, 2.901, 0.179], [2.849, -0.275, 0.190], [4.061, -0.302, 0.871], [4.196, -1.074, 2.012], [3.114, -1.810, 2.477], [1.913, -1.815, 1.792], [1.777, -1.067, 0.620], [0.601, -1.082, -0.192], [0.062, -2.324, -0.597], [0.717, -3.545, -0.401], [0.120, -4.736, -0.774], [-1.127, -4.746, -1.381], [-1.754, -3.542, -1.649], [-1.179, -2.337, -1.258], [-1.838, -0.701, -1.689], [-1.789, -0.779, -3.546], [-0.334, -0.949, -3.993], [-2.442, 0.431, -4.212], [-3.646, -0.622, -1.252], [-4.563, -1.561, -2.034], [-3.831, -0.816, 0.250], [3.802, -0.418, -4.706], [4.082, 1.170, -4.015], [2.428, 0.594, -4.274], [4.463, -0.319, -2.177], [2.024, -1.906, -3.120], [2.903, -2.224, -1.613], [3.715, -2.389, -3.163], [4.567, 1.812, -1.372], [2.435, 3.882, -2.018], [3.003, 2.767, -3.257], [4.132, 3.863, -2.464], [2.722, 3.590, 0.271], [4.472, 3.485, 0.288], [3.511, 2.202, 1.011], [4.901, 0.279, 0.511], [5.142, -1.100, 2.536], [3.211, -2.397, 3.382], [1.088, -2.423, 2.142], [1.705, -3.568, 0.036], [0.645, -5.666, -0.598], [-1.588, -5.680, -1.669], [-2.693, -3.545, -2.184], [-2.344, -1.682, -3.810], [0.290, -0.143, -3.598], [-0.271, -0.917, -5.081], [0.064, -1.908, -3.662], [-1.803, 1.312, -4.136], [-3.423, 0.660, -3.791], [-2.585, 0.224, -5.273], [-3.926, 0.405, -1.504], [-4.474, -2.589, -1.684], [-4.389, -1.536, -3.109], [-5.596, -1.255, -1.863], [-3.643, -1.852, 0.532], [-4.853, -0.569, 0.540], [-3.159, -0.180, 0.824], [-1.704, 1.884, 2.087], [-0.593, 0.588, 2.017], [-1.427, -0.726, 2.976], [-2.005, -0.381, 4.199], [-2.659, -1.340, 4.952], [-2.722, -2.653, 4.502], [-2.133, -3.005, 3.298], [-1.491, -2.042, 2.532], [0.639, 1.186, 3.221], [1.044, 2.521, 3.176], [1.962, 2.997, 4.099], [2.494, 2.142, 5.055], [2.113, 0.808, 5.085], [1.188, 0.328, 4.173], [-2.322, 2.455, 1.004], [-3.230, 3.506, 1.191], [-3.830, 4.077, 0.097], [-3.526, 3.587, -1.175], [-2.627, 2.559, -1.275], [-2.020, 1.985, -0.214], [-1.944, 2.280, 2.982], [-1.929, 0.631, 4.579], [-3.115, -1.063, 5.893], [-3.229, -3.401, 5.097], [-2.181, -4.028, 2.949], [-1.052, -2.315, 1.580], [0.631, 3.184, 2.425], [2.255, 4.038, 4.075], [3.201, 2.521, 5.780], [2.529, 0.142, 5.829], [0.867, -0.704, 4.223], [-3.443, 3.852, 2.194], [-4.528, 4.894, 0.217], [-3.987, 4.000, -2.061], [-2.359, 2.161, -2.243], [0.054, 1.895, -2.027], [0.328, 2.855, -1.248], [0.568, 2.417, -0.075]],
  "forces_ev_per_angstrom": [[-0.633, -2.706, 1.184], [0.119, -0.005, -0.021], [-0.476, 0.026, -0.150], [0.011, -0.006, 0.015], [1.075, -0.036, 0.638], [-0.343, -0.006, 0.036], [0.009, -0.149, -0.021], [0.055, -0.102, -0.088], [-0.253, 0.067, -0.232], [-0.031, 0.011, 0.133], [0.097, 0.107, -0.071], [-0.053, -0.064, 0.009], [-0.171, -0.079, -0.073], [0.468, -0.003, 0.124], [-0.184, -0.795, -0.224], [-0.240, -0.670, -0.266], [0.104, 0.308, 0.073], [-0.066, -0.020, -0.040], [0.031, -0.074, -0.022], [-0.002, -0.006, -0.021], [0.123, 0.281, 0.197], [-0.524, -0.989, -0.587], [0.266, 0.251, 0.116], [-0.210, -0.097, -0.001], [-0.016, -0.069, 0.050], [0.203, 0.144, 0.145], [0.044, 0.003, -0.104], [0.014, 0.027, -0.038], [0.010, -0.024, 0.024], [-0.049, -0.035, -0.044], [0.006, -0.025, -0.026], [-0.017, 0.054, 0.074], [0.056, 0.026, 0.066], [0.010, -0.027, -0.034], [-0.004, 0.017, -0.029], [0.000, -0.092, -0.010], [-0.046, 0.046, 0.008], [0.027, 0.101, 0.041], [-0.006, 0.024, -0.001], [-0.071, 0.021, -0.008], [0.004, 0.004, -0.036], [0.006, 0.006, 0.061], [-0.007, 0.012, 0.025], [-0.018, -0.012, 0.022], [0.002, -0.019, -0.015], [0.062, 0.017, 0.023], [-0.006, -0.015, 0.049], [-0.002, 0.004, 0.001], [-0.003, 0.019, -0.018], [-0.009, 0.009, 0.008], [-0.012, -0.013, 0.047], [0.039, -0.002, -0.042], [0.004, 0.006, -0.006], [0.002, 0.041, -0.012], [-0.015, 0.012, 0.008], [-0.001, 0.031, -0.046], [0.021, 0.023, -0.010], [0.053, -0.015, 0.004], [0.008, -0.005, -0.001], [-0.049, -0.009, 0.018], [-0.002, -0.001, 0.007], [0.031, -0.029, 0.030], [-0.007, -0.019, -0.025], [-0.006, 0.017, 0.100], [0.131, -0.095, -0.121], [-0.436, 0.555, 1.041], [0.215, -0.061, -0.386], [0.000, 0.021, -0.022], [-0.007, 0.029, 0.018], [0.002, -0.001, 0.020], [-0.013, -0.076, -0.040], [-0.038, 0.140, -0.070], [0.121, -0.054, -0.279], [-0.034, -0.068, -0.081], [0.008, 0.072, -0.050], [0.030, 0.003, 0.000], [0.018, -0.022, 0.018], [-0.063, 0.059, 0.002], [-0.046, -0.034, -0.150], [-0.081, 0.034, 0.020], [0.087, -0.086, 0.060], [-0.032, -0.047, -0.063], [-0.158, 0.028, -0.019], [0.241, -0.064, 0.179], [-0.003, 0.020, 0.080], [-0.027, 0.002, 0.026], [0.012, -0.019, 0.004], [0.002, -0.003, -0.011], [0.010, 0.004, -0.002], [-0.080, -0.042, 0.027], [0.020, 0.057, 0.052], [0.008, -0.011, 0.009], [0.006, -0.016, -0.003], [-0.019, 0.011, 0.012], [0.020, -0.010, 0.024], [0.005, 0.007, -0.009], [-0.008, -0.004, 0.029], [0.045, -0.011, -0.021], [0.010, 0.026, 0.003], [-0.240, 1.427, -0.834], [0.238, 0.938, -0.396], [0.627, 1.798, -0.082]],
  "e_homo_ev": -13.26,
  "total_charge": 2,
  "gap_ha": 0.2386,
  "multiplicity": 1,
  "lumo_ev": -6.77
}